Entry from the Open Molecules 2025 dataset: an isolated molecule of C11H17NO3S2 at a distorted geometry (ωB97M-V/def2-TZVPD).

Values from the calculation:
- E_HOMO: -0.32391 Eh
- Frontier orbital gap: 9.332 eV
- Structure (SMILES): CSC[C@H](CO)NS(=O)(=O)c1ccc(C)cc1

CARTESIAN COORDINATES (ANGSTROEM)
H 0.894 2.578 1.031
C 0.977 2.791 -1.784
H -1.045 3.501 -1.782
H -0.907 0.853 1.101
H 0.777 2.607 2.818
H 0.695 -1.920 0.524
S -0.831 -1.333 -1.057
H -1.307 -1.834 3.657
C -0.130 0.289 -1.352
H -0.973 0.527 2.853
C -0.551 0.203 1.901
C -0.661 -2.151 2.823
O -0.256 -2.245 -1.995
O -0.845 -3.510 2.546
H 2.630 4.087 -2.204
H 1.078 4.644 -2.843
O -2.258 -1.216 -0.964
H 1.416 4.774 -1.122
H 2.367 2.497 2.028
C 1.321 2.216 1.963
C -0.943 -1.248 1.612
C 1.565 4.151 -2.004
C 1.791 1.669 -1.668
N -0.302 -1.798 0.447
H 0.384 -2.039 3.129
C 1.240 0.416 -1.455
S 1.264 0.403 1.985
C -0.960 1.387 -1.470
H -1.599 -3.611 1.953
H 1.861 -0.462 -1.378
H -2.026 1.242 -1.394
H 2.862 1.776 -1.745
C -0.404 2.636 -1.686
H -2.016 -1.269 1.377

natural (NBO) population analysis, charges in e, atoms 1 to 8:
1. H 0.218
2. C -0.010
3. H 0.217
4. H 0.227
5. H 0.217
6. H 0.411
7. S 2.325
8. H 0.167